(1)
C18H28MgN4S2 | ωB97M-V/def2-TZVPD

Results
Max |F|, eV/A: 1.36
Orbital gap, eV: 9.13
Charge: +2

Structure (XYZ):
```
53
Properties=species:S:1:pos:R:3:forces:R:3:lowdin_charge:R:1
Mg 0.04214 -0.21847 -0.46638 0.96 -0.73 0.63 0.546
S 1.67256 0.59335 1.67309 0.44 0.26 0.42 0.820
S 0.28671 -1.86506 -2.44287 -0.09 0.85 -0.09 0.849
C 1.34398 2.18475 2.50646 -0.28 0.13 -0.25 -0.336
C 3.22107 1.05994 0.79674 -0.39 -0.34 -0.12 -0.402
C 2.89383 1.41995 -0.65187 0.11 -0.11 0.02 -0.249
N 2.18910 0.26001 -1.26394 -0.04 -0.17 -0.03 -0.163
C 2.09808 0.32312 -2.73993 0.01 0.07 0.08 -0.255
C 1.70683 -1.04052 -3.28966 -0.07 -0.46 0.08 -0.396
H 3.88567 0.17670 0.86496 -0.23 0.49 -0.16 0.089
H 3.69584 1.89316 1.32585 -0.12 -0.25 -0.11 0.095
H 3.82117 1.67158 -1.19679 -0.31 -0.18 0.09 0.137
H 2.22996 2.29941 -0.70153 0.21 -0.28 0.06 0.124
H 3.06239 0.61585 -3.18658 -0.26 -0.08 0.07 0.139
H 1.36723 1.09756 -3.01908 0.16 -0.15 0.07 0.120
H 2.54521 -1.74594 -3.15259 -0.37 0.19 -0.14 0.098
H 1.45733 -1.00066 -4.35169 0.16 0.00 0.08 0.101
C -1.16528 -0.99767 -3.17514 0.05 -0.22 -0.33 -0.320
H 2.71990 -0.59316 -1.01072 -0.23 0.52 -0.22 0.119
H -1.02301 0.08974 -3.24916 0.04 -0.32 -0.02 0.049
H -2.03815 -1.20119 -2.54192 0.27 0.03 -0.17 0.037
H -1.34545 -1.42748 -4.16905 0.01 0.29 0.27 0.064
H 0.64514 1.99482 3.32867 0.19 0.04 -0.20 0.044
H 0.90768 2.93344 1.81609 0.32 -0.37 0.37 0.048
H 2.29967 2.53394 2.92195 -0.44 -0.06 -0.10 0.055
C 2.56485 -3.14534 0.84698 -0.32 0.04 0.06 -0.076
C 1.42743 -3.27688 1.54105 -0.10 0.32 -0.54 -0.071
H 3.39972 -2.55030 1.22887 -0.19 -0.38 0.06 0.052
H 2.73249 -3.65708 -0.10810 -0.19 0.26 0.30 0.059
H 1.30102 -2.83763 2.53075 0.11 0.00 -0.24 0.056
H 0.53995 -3.78365 1.13126 0.64 -0.08 0.24 0.055
N -1.67727 0.35175 1.99562 0.01 0.34 -0.19 0.110
C -1.67990 1.52271 1.19422 -0.15 -0.32 -0.11 -0.293
C -2.24967 2.73404 1.66227 0.46 -0.19 -0.64 0.031
C -2.16793 3.85884 0.84194 0.34 -0.58 -0.12 -0.004
C -1.52404 3.73005 -0.40207 0.22 -0.16 -0.50 -0.028
C -1.00915 2.50429 -0.80699 -0.72 0.29 1.00 -0.095
N -1.09777 1.40183 -0.01606 -0.17 1.13 0.10 0.010
C -2.11425 -0.91788 1.51290 -0.55 0.38 -0.09 -0.268
C -3.15300 -1.54858 2.22664 0.30 -0.03 -0.72 0.030
C -3.81257 -2.59909 1.59389 0.37 0.24 0.29 -0.007
C -3.31643 -3.07191 0.37184 0.44 0.09 -0.62 -0.021
C -2.15891 -2.50754 -0.16990 -0.61 0.10 0.53 -0.117
N -1.59824 -1.38450 0.36082 0.00 -0.32 0.49 0.040
H -2.00693 0.53642 2.93807 0.02 -0.09 -0.25 0.142
H -2.73753 2.76954 2.63045 0.05 -0.03 -0.11 0.128
H -2.57920 4.83062 1.13439 0.11 -0.50 0.00 0.136
H -1.42836 4.57575 -1.07883 -0.06 -0.11 0.22 0.123
H -0.51516 2.35579 -1.76553 -0.13 0.23 0.11 0.114
H -3.45000 -1.12502 3.18896 -0.13 -0.28 -0.38 0.131
H -4.70259 -3.03256 2.05209 0.28 0.05 -0.18 0.133
H -3.83332 -3.84472 -0.20330 0.28 0.10 0.45 0.128
H -1.67281 -2.94611 -1.05713 -0.38 0.35 0.55 0.088
```
Forces are in eV/Å.

(2)
C18H28MnN5O7PS | ωB97M-V/def2-TZVPD

Results
⟨S²⟩: 1.023
ΔE to the lowest compared entry with this formula, charge and spin, kJ/mol: 50.9
Max |F|, eV/A: 1.20
Orbital gap (spin up / spin down), eV: 5.20 / 4.85
Multiplicity: 2
Charge: -2

Structure (XYZ):
```
61
Properties=species:S:1:pos:R:3:forces:R:3:lowdin_charge:R:1
Mn 0.16376 -0.22983 -1.00735 -1.16 -0.01 0.30 0.492
N -1.86601 -3.93901 0.65335 0.00 -0.04 -0.06 -0.001
C -1.08930 -2.87691 0.15822 0.04 -0.05 -0.09 -0.915
S -1.68622 -2.05413 -1.22774 0.27 0.19 0.05 0.595
N 0.01043 -2.67948 0.82041 -0.03 0.01 0.07 -0.028
N 0.75613 -1.56924 0.42926 0.33 -0.29 -0.47 -0.084
C 1.92372 -1.56516 0.97681 -0.14 0.00 0.05 -0.122
C 2.90748 -0.50982 0.93657 0.09 -0.02 -0.16 -0.155
C 4.08903 -0.70115 1.66405 -0.02 0.01 -0.01 -0.091
C 5.09356 0.24424 1.71416 0.05 -0.02 0.03 -0.154
C 4.92308 1.43213 0.98619 -0.04 0.00 0.01 -0.139
C 3.77916 1.65785 0.26116 0.04 0.04 0.08 -0.041
C 2.70476 0.71646 0.22075 -0.14 -0.07 0.09 -0.373
O 1.63249 0.99915 -0.40170 0.01 0.23 -0.30 -0.097
H -2.44546 -4.33109 -0.07291 0.00 -0.01 0.01 0.034
H -1.29724 -4.62944 1.12474 0.00 0.03 0.02 0.057
H 2.18882 -2.46196 1.53841 -0.02 0.09 0.21 0.099
H 4.19901 -1.63143 2.21612 0.00 -0.01 -0.01 0.097
H 5.99578 0.06370 2.28606 0.00 0.01 0.01 0.071
H 5.70304 2.18774 0.99966 0.02 -0.01 -0.02 0.083
H 3.64644 2.57279 -0.30433 -0.03 -0.01 0.00 0.105
N -1.52297 0.69895 0.26431 0.51 0.02 -0.20 -0.025
C -1.82983 2.01734 -0.29791 -0.03 0.04 0.00 -0.174
C -1.49470 2.11101 -1.79226 0.12 0.00 0.09 -0.586
O -2.03112 3.02998 -2.45726 0.01 0.02 0.02 -0.088
N -0.61735 1.21785 -2.17435 0.06 0.03 -0.21 -0.049
C -0.13561 1.25745 -3.53371 -0.02 0.00 0.12 -0.142
C 0.74767 0.03872 -3.82706 0.03 -0.02 -0.07 -0.664
O 1.21562 -0.07496 -4.96970 -0.01 -0.02 0.01 -0.062
O 0.93308 -0.77820 -2.86340 0.11 -0.01 0.46 -0.130
H -2.23293 0.00897 0.04425 0.00 -0.02 0.02 0.012
H -1.37973 0.72546 1.26462 0.00 -0.04 0.02 0.023
H -1.20322 2.75655 0.20900 -0.01 0.00 0.01 0.110
H -2.87450 2.31922 -0.16460 0.00 -0.02 0.02 0.097
H 0.47112 2.15360 -3.71595 -0.02 0.01 -0.03 0.118
H -0.95185 1.29200 -4.26295 0.01 -0.03 -0.03 0.113
C -2.35301 1.90425 5.94190 0.04 -0.03 -0.02 -0.091
C -1.91202 1.25272 4.64751 -0.09 -0.01 0.00 -0.348
O -0.65813 0.62185 4.86454 0.13 0.07 -0.08 -0.331
P 0.18711 0.19700 3.47206 -0.23 0.07 0.36 0.904
O 0.71816 1.62758 2.97282 0.11 -0.14 -0.16 -0.302
C 1.98478 2.23771 3.25564 0.01 0.05 0.09 -0.270
C 1.93757 3.00151 4.56479 -0.01 -0.03 -0.02 -0.079
O 1.50890 -0.30994 4.28840 0.05 -0.08 -0.14 -0.314
C 1.43399 -1.45346 5.13693 -0.03 -0.03 0.02 -0.301
C 0.97099 -2.71863 4.43327 0.02 0.07 -0.04 -0.095
H -3.30623 2.41885 5.80568 -0.01 -0.01 0.01 0.069
H -1.60470 2.62780 6.26787 -0.01 0.01 0.00 0.070
H -2.46655 1.15294 6.72518 -0.01 0.01 0.01 0.069
H -1.82835 2.01008 3.86046 0.02 0.00 0.01 0.105
H -2.65385 0.51600 4.31818 0.02 0.00 -0.02 0.111
H 2.18116 2.89601 2.41163 -0.01 0.00 -0.01 0.118
H 2.76182 1.47396 3.27284 0.01 0.00 -0.05 0.099
H 1.11689 3.72182 4.55762 0.01 0.01 0.00 0.072
H 2.87503 3.54347 4.71207 0.00 -0.01 0.01 0.069
H 1.78929 2.31535 5.39941 -0.01 0.01 0.01 0.066
H 0.77783 -1.21867 5.98037 -0.02 0.00 -0.02 0.100
H 2.44666 -1.58651 5.52259 -0.02 0.01 0.03 0.111
H 0.04835 -2.55945 3.87357 -0.02 -0.03 0.02 0.053
H 0.80119 -3.50382 5.17417 0.02 -0.01 -0.01 0.069
H 1.71365 -3.06355 3.71663 0.01 0.00 -0.03 0.060
```
Forces are in eV/Å.

(3)
C18H28N2O2S | ωB97M-V/def2-TZVPD

Results
ΔE to the lowest compared entry with this formula, charge and spin, kJ/mol: 182.5
Max |F|, eV/A: 0.47
Orbital gap, eV: 8.58
SMILES string: COc1ccc(SCCN2CCN(CC(C)C)CCC2=O)cc1

Structure (XYZ):
```
51
Properties=species:S:1:pos:R:3:forces:R:3:lowdin_charge:R:1
C -7.78019 0.78889 -3.07141 -0.19 -0.04 0.08 -0.092
H -7.90085 -0.27644 -2.84928 0.01 0.04 0.01 0.095
O -6.49494 1.07133 -3.56804 0.29 0.05 -0.07 -0.086
C -5.41912 0.81018 -2.77437 0.19 0.00 0.01 -0.280
C -4.17114 1.10503 -3.32423 -0.26 0.01 -0.05 0.000
C -3.01205 0.88209 -2.61225 -0.15 -0.01 0.02 -0.092
C -3.08123 0.37287 -1.32144 0.24 -0.07 0.24 -0.549
C -4.31909 0.07034 -0.77200 0.30 0.06 -0.10 -0.113
C -5.48213 0.28151 -1.48888 -0.33 0.02 -0.21 -0.023
H -6.42710 0.03554 -1.03121 -0.11 -0.01 0.01 0.103
H -4.36735 -0.33509 0.22709 -0.05 -0.01 0.13 0.101
S -1.64854 0.04186 -0.33360 0.19 0.09 -0.03 0.941
C -0.42747 1.24017 -0.99288 -0.33 -0.22 0.14 -0.420
H -0.00227 0.84483 -1.91513 0.03 0.16 -0.01 0.084
C 0.69085 1.49882 0.01255 -0.06 0.25 -0.25 -0.217
N 1.61222 0.38926 0.12255 -0.28 0.19 0.04 -0.068
C 2.70341 0.39130 -0.67950 0.21 -0.26 -0.10 -0.468
O 2.90816 1.28608 -1.48072 0.12 0.21 -0.27 0.053
C 3.66859 -0.76265 -0.50547 0.21 0.20 -0.04 -0.067
H 3.16448 -1.71369 -0.68092 0.03 -0.05 0.00 0.123
H 4.44295 -0.63217 -1.26267 -0.14 0.04 0.00 0.121
C 4.32085 -0.78814 0.88315 -0.07 -0.18 -0.14 -0.178
N 3.49613 -1.48157 1.85073 -0.04 0.01 0.07 -0.181
C 2.31373 -0.73864 2.22206 -0.25 -0.20 -0.18 -0.168
H 1.83478 -1.26414 3.05031 0.01 0.03 0.05 0.123
C 1.31666 -0.67292 1.05681 0.20 -0.16 0.40 -0.144
H 0.31522 -0.49338 1.44883 0.07 -0.02 -0.03 0.086
H 1.30820 -1.64127 0.54846 -0.09 0.02 0.10 0.130
H 2.54276 0.29320 2.54316 -0.07 -0.05 0.06 0.131
C 4.23029 -2.08077 2.94648 0.24 0.18 0.09 -0.179
H 4.95593 -2.76023 2.48948 -0.01 -0.04 0.05 0.116
C 4.98127 -1.13481 3.91389 -0.04 -0.21 0.06 -0.412
C 6.24519 -1.82066 4.43049 -0.15 0.22 -0.15 -0.084
H 5.98793 -2.73977 4.95309 0.01 -0.15 0.09 0.082
H 6.91658 -2.06654 3.61072 0.10 -0.07 -0.06 0.074
H 6.77640 -1.17079 5.12245 0.08 0.01 0.10 0.075
C 4.11248 -0.71146 5.09687 0.12 0.11 -0.25 -0.079
H 3.22842 -0.17114 4.77107 -0.14 0.06 0.03 0.059
H 3.79323 -1.58583 5.66110 -0.05 -0.11 0.09 0.081
H 4.67724 -0.06397 5.76495 0.00 0.07 0.11 0.076
H 5.28004 -0.23908 3.35962 0.00 -0.01 -0.02 0.127
H 3.52524 -2.69326 3.51576 0.05 -0.07 0.04 0.125
H 5.26637 -1.32966 0.80815 -0.01 0.06 0.01 0.124
H 4.54782 0.24924 1.18573 0.07 -0.07 0.01 0.130
H 0.27221 1.72379 0.99650 0.05 0.01 -0.03 0.122
H 1.26660 2.35860 -0.34500 -0.15 -0.11 0.13 0.124
H -0.96924 2.16405 -1.19211 0.04 0.04 -0.05 0.086
H -2.06151 1.10282 -3.07136 0.09 0.02 -0.03 0.101
H -4.13288 1.50582 -4.32468 -0.01 0.05 -0.13 0.119
H -8.00283 1.37521 -2.17386 0.01 -0.04 -0.02 0.095
H -8.47068 1.07077 -3.86474 0.01 -0.04 0.09 0.092
```
Forces are in eV/Å.

(4)
C18H28N3O4S | ωB97M-V/def2-TZVPD

Results
ΔE to the lowest compared entry with this formula, charge and spin, kJ/mol: 0.0
Max |F|, eV/A: 1.01
Orbital gap, eV: 8.74
SMILES string: Cc1ccc(S(=O)(=O)[NH+]2CCOCC2)cc1NC(=O)CNC1CCCC1
Charge: +1

Structure (XYZ):
```
54
Properties=species:S:1:pos:R:3:forces:R:3:lowdin_charge:R:1
C 1.74065 3.05211 -0.11362 -0.02 0.03 -0.02 -0.013
C 0.50223 2.36107 -0.57943 -0.06 -0.32 0.04 -0.169
C -0.51169 3.06286 -1.21937 -0.22 -0.15 -0.07 -0.001
C -1.68795 2.44538 -1.61925 -0.06 0.28 -0.07 -0.037
C -1.78878 1.07992 -1.43974 -0.63 -0.41 -0.23 -0.290
C -0.78685 0.32940 -0.86077 0.33 -0.13 0.08 0.008
C 0.34232 0.97718 -0.36318 -0.74 0.20 -0.28 -0.158
N 1.25670 0.25522 0.37692 0.43 0.09 -0.03 0.140
C 0.93779 -0.78165 1.20114 0.17 0.22 0.06 -0.434
O -0.18849 -1.20844 1.35775 -0.18 -0.30 0.15 0.056
C 2.15795 -1.30221 1.94804 -0.03 -0.10 -0.02 -0.097
N 3.36653 -0.61791 1.52170 0.31 0.02 0.40 -0.044
H 3.89693 -0.29376 2.32212 -0.11 -0.03 -0.03 0.129
C 4.25705 -1.39673 0.65881 0.28 -0.35 -0.16 -0.343
C 5.51138 -0.57664 0.36029 -0.21 0.05 0.04 -0.141
H 6.27355 -1.22993 -0.06247 0.06 -0.06 0.03 0.124
H 5.92250 -0.09650 1.24714 0.10 -0.04 0.09 0.114
C 5.03642 0.42965 -0.68619 0.11 0.03 -0.03 -0.184
H 4.53856 1.26200 -0.18603 0.02 0.07 -0.02 0.087
H 5.86268 0.83454 -1.26633 0.00 0.11 0.01 0.110
C 4.04792 -0.35940 -1.55893 -0.03 0.05 -0.03 -0.168
H 3.17828 0.24213 -1.82530 -0.03 0.03 -0.09 0.090
H 4.52453 -0.66520 -2.48866 -0.06 0.03 -0.06 0.109
C 3.65155 -1.60053 -0.73625 0.05 -0.08 0.11 -0.135
H 4.08918 -2.49592 -1.17567 -0.05 -0.06 0.01 0.118
H 2.57382 -1.74785 -0.69909 -0.04 -0.13 -0.04 0.098
H 4.50214 -2.36304 1.12587 -0.06 0.12 -0.02 0.145
H 2.20804 -2.38804 1.79333 -0.04 0.10 0.01 0.140
H 1.96315 -1.14640 3.01314 0.02 0.01 -0.10 0.141
H 2.24408 0.51798 0.46144 -0.21 0.03 -0.03 0.115
H -0.87602 -0.74060 -0.80071 0.05 -0.10 0.08 0.121
S -3.26935 0.23533 -1.89921 0.05 0.37 0.67 0.802
O -3.08442 -1.09549 -2.34607 0.37 -0.20 0.09 -0.214
O -4.23426 1.09298 -2.48724 0.11 0.35 0.01 -0.233
N -4.06711 -0.08116 -0.16040 0.35 0.38 -0.75 -0.112
C -3.39915 -1.15514 0.59501 0.29 -0.69 0.67 -0.117
H -2.38366 -0.86882 0.87481 -0.05 0.07 -0.11 0.104
H -3.36214 -2.03020 -0.05732 -0.01 0.11 0.02 0.145
C -4.20715 -1.47955 1.85918 0.19 0.11 -0.15 -0.161
O -5.52868 -1.82888 1.54558 -0.09 -0.14 0.03 -0.101
C -6.18892 -0.79257 0.86999 0.10 0.10 -0.19 -0.165
H -7.19698 -1.15120 0.65960 0.07 0.17 -0.07 0.145
C -5.46721 -0.45299 -0.43931 -0.97 -0.22 0.06 -0.125
H -5.95857 0.36602 -0.96545 0.06 -0.05 0.08 0.134
H -5.44125 -1.33033 -1.09002 0.01 0.07 0.05 0.147
H -6.25242 0.10456 1.50622 -0.04 -0.05 -0.04 0.138
H -3.76739 -2.33960 2.36442 0.10 0.15 -0.05 0.147
H -4.18948 -0.61582 2.54244 0.01 -0.07 0.00 0.139
H -4.04597 0.79317 0.37090 0.11 0.04 -0.13 0.180
H -2.49466 2.99344 -2.07605 -0.07 0.15 -0.06 0.120
H -0.39333 4.12257 -1.38387 0.02 0.11 -0.01 0.126
H 1.90976 2.86717 0.94616 0.06 -0.01 0.09 0.098
H 2.60763 2.68440 -0.66238 0.12 -0.02 0.00 0.084
H 1.66859 4.12347 -0.27370 0.04 0.06 0.01 0.089
```
Forces are in eV/Å.